No. 1
{"formula": "C2H10NO", "method": "ωB97M-V/def2-TZVPD", "homo_ha": -0.5072, "lumo_energy_ev": -3.920, "total_charge": 1, "homo_lumo_gap_ev": 9.882, "e_above_lowest_ev": 0.691, "elements": ["O", "N", "C", "C", "H", "H", "H", "H", "H", "H", "H", "H", "H", "H"], "coordinates": [[-4.564, 2.341, 0.118], [0.343, -1.478, -0.575], [2.140, 0.227, 0.115], [1.296, -1.020, 0.523], [-0.536, -0.926, -0.643], [0.094, -2.463, -0.353], [1.936, -1.897, 0.741], [0.811, -1.462, -1.504], [1.472, 1.071, -0.126], [0.716, -0.791, 1.437], [-4.465, 2.876, -0.701], [2.745, -0.008, -0.776], [2.818, 0.537, 0.929], [-4.805, 2.994, 0.814]]}



No. 2
{"formula": "C25H49ClN3O9", "method": "ωB97M-V/def2-TZVPD", "homo_ha": -0.4105, "lumo_energy_ev": -4.479, "total_charge": 1, "homo_lumo_gap_ev": 6.691, "elements": ["Cl", "O", "O", "O", "O", "O", "O", "O", "O", "O", "N", "N", "N", "C", "C", "C", "C", "C", "C", "C", "C", "C", "C", "C", "C", "C", "C", "C", "C", "C", "C", "C", "C", "C", "C", "C", "C", "C", "H", "H", "H", "H", "H", "H", "H", "H", "H", "H", "H", "H", "H", "H", "H", "H", "H", "H", "H", "H", "H", "H", "H", "H", "H", "H", "H", "H", "H", "H", "H", "H", "H", "H", "H", "H", "H", "H", "H", "H", "H", "H", "H", "H", "H", "H", "H", "H", "H"], "coordinates": [[2.562, -0.758, 1.401], [5.319, -2.004, -1.656], [1.116, 1.793, -4.277], [-3.872, -1.931, -1.083], [4.312, 0.328, -3.477], [-2.301, 2.912, -0.558], [5.253, 4.452, -0.103], [3.757, -4.483, 3.927], [-4.221, 5.472, -0.228], [3.539, 2.437, -2.418], [2.676, -2.588, -1.678], [0.922, 0.889, -3.267], [-5.409, 2.146, -0.268], [1.578, -2.340, 1.408], [-0.287, 1.078, -2.340], [4.645, -5.535, 3.558], [-4.525, -3.857, -2.363], [-4.476, 6.240, 0.945], [-0.576, 0.065, -1.063], [-1.862, 0.365, -0.090], [-4.168, 5.399, 2.174], [6.061, -4.990, 3.464], [1.225, -2.676, 2.976], [-4.686, -3.100, -1.055], [3.171, -0.311, -4.150], [-4.182, 1.581, 0.428], [-6.134, -2.700, -0.821], [4.549, -6.657, 4.580], [3.987, -2.169, -1.421], [1.765, -1.401, -1.900], [1.905, -0.264, -3.073], [4.006, 3.693, -0.296], [0.479, -1.214, -0.849], [-2.880, 1.534, -0.622], [0.224, -2.261, 0.430], [-3.633, 7.504, 0.913], [4.251, 1.797, -3.537], [4.243, 2.268, -1.137], [3.733, 2.124, -4.553], [0.276, -3.367, 3.075], [-4.826, -3.237, -3.215], [-4.329, 0.487, 0.837], [1.093, -1.721, 3.661], [-0.148, -3.317, 0.082], [-3.857, 2.354, 1.269], [-6.492, -2.038, -1.617], [-5.255, 3.113, -0.629], [5.208, -7.489, 4.315], [3.721, 1.432, -0.474], [-4.773, 4.486, 2.177], [5.136, 5.030, 0.732], [-3.119, 5.082, 2.179], [3.521, -7.031, 4.645], [-5.539, 6.505, 0.938], [4.032, -4.150, 4.797], [3.543, 3.509, 0.777], [4.326, -5.903, 2.576], [2.121, -3.289, 3.455], [-0.984, 2.006, -2.621], [-3.818, 8.125, 1.796], [0.657, 2.627, -3.957], [-4.337, -3.723, -0.224], [-6.785, -3.579, -0.778], [-2.565, 7.262, 0.873], [5.372, 1.973, -1.225], [-3.282, 1.297, -1.711], [4.819, -6.300, 5.580], [-0.630, -1.828, 1.132], [-6.233, -2.145, 0.119], [-5.128, -4.771, -2.367], [2.289, -3.183, 0.988], [-1.409, 2.900, -0.101], [2.904, 0.129, -5.202], [-3.280, 5.232, -0.231], [3.428, -1.466, -4.271], [-3.857, 8.093, 0.017], [6.766, -5.772, 3.166], [6.112, -4.175, 2.734], [6.385, -4.574, 4.425], [-5.756, 1.509, -1.028], [-2.471, -0.637, 0.073], [-1.431, 0.689, 0.966], [3.195, 4.345, -0.879], [5.353, 2.218, -3.522], [-4.175, -1.372, -1.817], [-3.476, -4.128, -2.525], [-4.369, 5.956, 3.094]]}



No. 3
{"formula": "C3H10NOS", "method": "ωB97M-V/def2-TZVPD", "homo_ha": -0.1055, "lumo_energy_ev": 4.098, "total_charge": -1, "homo_lumo_gap_ev": 6.970, "e_above_lowest_ev": 1.856, "elements": ["S", "O", "N", "C", "C", "C", "H", "H", "H", "H", "H", "H", "H", "H", "H", "H"], "coordinates": [[1.321, -1.494, 0.225], [-1.586, -1.508, -1.143], [-1.627, 2.093, -0.843], [1.328, 0.140, 1.042], [-0.329, 1.660, -0.316], [-0.056, 0.857, 0.943], [1.776, 0.006, 2.160], [2.106, 0.753, 0.550], [-0.586, -1.434, -0.687], [0.447, 2.345, -0.229], [-2.477, 1.954, -0.207], [0.053, 1.441, 1.899], [-1.649, 1.382, -1.590], [-0.858, 0.179, 1.214], [0.299, 1.033, -1.115], [-1.830, -2.296, -0.558]]}



No. 4
{"formula": "C18H45BaN3O6", "method": "ωB97M-V/def2-TZVPD", "homo_ha": -0.5317, "lumo_energy_ev": -4.590, "total_charge": 2, "homo_lumo_gap_ev": 9.879, "e_above_lowest_ev": 0.225, "elements": ["Ba", "O", "O", "O", "O", "O", "O", "N", "N", "N", "C", "C", "C", "C", "C", "C", "C", "C", "C", "C", "C", "C", "C", "C", "C", "C", "C", "C", "H", "H", "H", "H", "H", "H", "H", "H", "H", "H", "H", "H", "H", "H", "H", "H", "H", "H", "H", "H", "H", "H", "H", "H", "H", "H", "H", "H", "H", "H", "H", "H", "H", "H", "H", "H", "H", "H", "H", "H", "H", "H", "H", "H", "H"], "coordinates": [[0.196, 0.188, 0.351], [-1.887, 1.708, -0.273], [1.796, -0.128, -1.827], [0.818, -1.955, 1.730], [-0.819, 0.803, 2.601], [0.646, 2.572, -1.154], [-2.106, -4.540, -2.547], [-1.696, -1.372, -0.537], [2.863, -0.158, 1.065], [1.260, 2.433, 1.675], [-2.405, 3.012, -0.104], [-3.016, -5.421, -3.230], [0.194, 1.228, 3.456], [1.126, 3.677, 0.903], [3.585, 0.216, -0.135], [-1.435, -2.646, -1.348], [0.909, 2.614, -2.546], [2.978, -0.229, -1.485], [-2.679, -3.416, -1.900], [-0.209, -2.449, 2.666], [-2.208, -0.419, -1.465], [-2.686, 0.966, -0.856], [2.093, -1.928, 2.352], [1.439, 3.308, -0.588], [0.654, 2.555, 2.966], [1.428, -0.605, -3.119], [-2.186, 1.194, 2.944], [3.102, -1.581, 1.316], [-2.487, 2.236, 3.134], [1.680, -1.663, -3.238], [-2.522, -1.524, 0.148], [-3.206, 3.058, 0.698], [-3.472, -4.741, -4.014], [3.312, 0.242, 1.879], [-0.089, 1.327, 4.476], [1.827, 4.428, 1.283], [4.181, -1.752, 1.788], [-1.417, -0.275, -2.304], [-2.490, -6.176, -3.790], [3.017, -2.260, 0.501], [-3.143, -0.775, -1.825], [1.907, -0.086, -3.930], [-3.124, 1.443, -1.746], [2.235, 2.338, 1.879], [3.125, -1.295, -1.500], [-0.549, -1.688, 3.348], [0.076, -3.382, 3.142], [0.398, 1.778, -2.976], [0.652, 3.575, -3.125], [-3.718, -5.887, -2.542], [-3.198, -2.768, -2.529], [-0.970, -2.852, 2.024], [1.329, 3.085, 3.591], [-1.711, 3.719, 0.234], [2.250, -1.142, 3.206], [-0.935, -3.238, -0.657], [2.196, -2.906, 2.812], [-0.198, 3.279, 3.011], [-3.426, 0.748, -0.046], [-2.928, 3.419, -0.887], [0.384, -0.520, -3.322], [0.197, 4.143, 1.164], [1.045, 0.539, 3.389], [1.700, 4.184, -1.159], [-2.698, 0.525, 3.660], [-3.404, -3.667, -1.103], [2.242, 2.598, -0.597], [3.633, 1.251, 0.034], [2.012, 2.335, -2.694], [4.591, -0.164, 0.015], [3.579, 0.193, -2.306], [-2.912, 0.987, 2.102], [-0.743, -2.281, -2.120]]}



No. 5
{"formula": "CH4N2O2", "method": "ωB97M-V/def2-TZVPD", "homo_ha": -0.3852, "lumo_energy_ev": 0.923, "total_charge": 0, "homo_lumo_gap_ev": 11.405, "e_above_lowest_ev": 2.475, "smiles": "N#[N+][O-].CO", "elements": ["O", "O", "N", "N", "C", "H", "H", "H", "H"], "coordinates": [[0.222, 1.620, -1.813], [1.011, -0.328, 0.786], [-0.905, 2.333, 0.003], [-0.331, 2.054, -0.912], [-0.192, -1.045, 0.291], [-0.716, -1.697, 0.939], [0.237, -1.759, -0.511], [-0.719, -0.235, -0.154], [1.394, -0.942, 1.370]]}



No. 6
{"formula": "C4H8Cl2", "method": "ωB97M-V/def2-TZVPD", "homo_ha": -0.3875, "lumo_energy_ev": 0.966, "total_charge": 0, "homo_lumo_gap_ev": 11.511, "e_above_lowest_ev": 0.365, "smiles": "C[C@H](Cl)[C@@H](C)Cl", "elements": ["Cl", "Cl", "C", "C", "C", "C", "H", "H", "H", "H", "H", "H", "H", "H"], "coordinates": [[-1.960, -0.489, -0.087], [2.196, 0.221, -0.142], [0.615, -0.339, 0.355], [-0.709, 1.845, 0.079], [-0.440, 0.414, -0.428], [0.554, -1.779, -0.013], [0.190, 2.496, 0.030], [1.458, -2.322, 0.295], [0.599, -1.957, -1.070], [-1.567, 2.246, -0.506], [-0.332, -2.269, 0.371], [-0.078, 0.344, -1.461], [0.496, -0.107, 1.440], [-1.021, 1.696, 1.136]]}